<1>
A cluster of 2 separate species, C3H6N2O in total, computed with ωB97M-V/def2-TZVPD.

Cartesian coordinates (Å):
C (0.88573, 0.31968, -1.19828)
O (0.34686, -1.73079, 2.06330)
C (0.19578, 1.49742, -1.07531)
H (1.88415, 0.13969, -1.56991)
N (-0.93769, 1.31432, -0.34598)
C (-0.93324, 0.04122, -0.01676)
H (0.27159, -2.07601, 2.97228)
H (0.55567, -0.78421, 2.14591)
H (0.35148, -1.58025, -0.41276)
N (0.14100, -0.59953, -0.52167)
H (-1.60938, -0.51592, 0.61135)
H (0.48608, 2.41148, -1.56775)

Its charge is -1. The HOMO energy (alpha / beta) comes out at 0.97 / -5.45 eV. The molecular weight is 86.1 g/mol. As for the multiplicity: 2.


<2>
A cluster of 2 separate species, C3H6N2O in total, computed with ωB97M-V/def2-TZVPD.

Cartesian coordinates (Å):
C (-0.15124, -1.09060, -0.56607)
O (-1.41067, 2.79162, -0.86043)
N (-0.43948, -0.75637, 0.70809)
H (-0.90768, -1.27914, -1.30699)
H (1.78284, -1.42757, -1.55451)
H (0.82943, -0.09585, 2.31287)
C (0.78582, -0.51624, 1.32945)
H (-0.66197, 2.18229, -1.01920)
H (-1.38801, 2.90552, 0.11548)
N (1.75660, -0.75205, 0.50088)
H (-1.40635, -0.80480, 1.02865)
C (1.21071, -1.15683, -0.68821)

Its charge is -1. The HOMO energy (alpha / beta) comes out at 1.00 / -5.19 eV. The molecular weight is 86.1 g/mol. As for the multiplicity: 2.


Most stable structure - <1>; separation to the second - 17.3 kJ/mol.


<1>
A structure of composition C20H22N2O3S, computed with ωB97M-V/def2-TZVPD.

Cartesian coordinates (Å):
O (-5.09712, -0.97736, 2.36023)
C (-4.01662, -0.24839, 2.08737)
H (2.32507, -2.13820, -1.01006)
H (0.08502, 0.91885, -0.01264)
H (2.32449, 2.82425, 1.91577)
C (2.62122, 1.12194, 0.67288)
C (1.39378, -4.04357, -0.77032)
C (2.55853, 2.02889, -0.55504)
H (-2.06476, 2.27257, -3.41920)
H (-3.22345, 1.09917, -1.72103)
C (0.03438, 2.86505, -3.28554)
H (0.53372, -2.88645, 2.79989)
C (1.79142, -2.78460, -0.33592)
H (0.37987, -5.84660, -0.30583)
C (1.99050, 1.79097, 1.90155)
H (1.63786, -4.33816, -1.77831)
C (1.22746, 2.78695, -2.54061)
H (-3.20139, -1.30372, 0.43704)
H (-0.16858, -5.09928, 2.02914)
S (1.69088, 4.04298, -4.49240)
C (1.87557, -0.99639, 1.44411)
H (-2.18242, -0.26362, -1.48799)
C (1.48069, -2.37220, 0.94784)
H (-1.67286, 0.55605, 0.87774)
H (2.82849, 3.03795, -0.26121)
C (-3.58214, -0.30786, 0.65723)
O (2.09559, -0.15003, 0.34516)
H (3.33021, 1.70829, -1.25265)
C (0.08606, 1.48714, -0.92165)
N (2.24717, 3.42418, -3.12176)
H (-4.48073, -0.19507, 0.04879)
C (0.38889, -4.46382, 1.35602)
O (-3.44945, 0.39951, 2.92112)
C (0.68525, -4.88448, 0.07172)
C (-1.12850, 1.53420, -1.67480)
H (-5.19236, -1.00994, 3.32201)
C (-2.33349, 0.77861, -1.18959)
C (-1.15293, 2.23403, -2.84449)
C (1.25237, 2.07616, -1.30095)
H (2.31885, 1.34747, 2.83555)
N (0.15923, 3.55887, -4.42336)
H (3.68452, 0.99597, 0.90609)
H (2.76207, -1.05409, 2.08006)
H (0.90679, 1.82774, 1.86023)
H (-3.00259, 1.71921, 0.64815)
H (1.04637, -0.64359, 2.06066)
C (0.77630, -3.21148, 1.80186)
C (-2.56922, 0.78192, 0.31714)

The HOMO energy comes out at -8.62 eV. The molecular weight is 370.5 g/mol. As for the multiplicity: 1.


<2>
An isolated molecule of C20H22N2O3S, computed with ωB97M-V/def2-TZVPD.

Cartesian coordinates (Å):
C (-1.39035, 0.36589, 1.62584)
H (-0.86864, -4.68385, 0.71439)
S (4.11463, 2.01225, 0.01477)
C (2.51265, -2.19707, -2.21057)
H (-4.47275, 1.67606, -2.09590)
H (-3.78984, 3.27184, -1.67607)
H (-3.34619, 1.08460, 2.12818)
H (-1.17889, 0.00941, 2.62254)
C (-1.35174, -3.77000, 1.08586)
H (-2.13250, 1.63613, -1.93164)
C (-2.64631, -3.56700, 0.35522)
H (0.83074, -0.93184, 1.89497)
C (-2.60108, 0.96462, 1.35808)
N (1.88492, 2.17894, 2.97978)
H (3.53260, -2.55710, -2.07371)
H (3.64114, -0.03935, -1.75493)
H (3.16832, 2.56543, -2.13985)
C (4.17674, 2.51051, -1.74332)
C (0.38246, -2.70449, -0.09857)
H (-2.31105, -1.64418, -0.41387)
C (2.14574, -1.27648, -1.09443)
C (-4.49110, 2.48841, -1.35533)
C (-2.97196, -2.49045, -0.33244)
C (-0.43921, 0.20923, 0.62437)
C (-0.72925, 0.68310, -0.64541)
C (-2.89544, 1.43000, 0.07470)
H (-1.54031, -3.87420, 2.15947)
O (-4.12070, 1.99510, -0.08405)
O (-0.45282, -2.68087, 0.95699)
O (0.41814, -3.63431, -0.87674)
H (4.79517, 1.82972, -2.32234)
C (0.89470, -0.44957, 0.91269)
C (-5.89566, 3.05896, -1.23728)
N (2.88120, -0.10742, -1.09548)
C (1.96511, 0.62321, 0.96165)
C (-1.94308, 1.28696, -0.92847)
C (1.21040, -1.49419, -0.14243)
H (-6.58432, 2.28311, -0.91441)
H (-3.91799, -2.41092, -0.83896)
H (2.46076, -1.66762, -3.16176)
H (-3.31912, -4.41005, 0.43466)
H (4.62858, 3.49695, -1.74983)
C (1.93773, 1.49047, 2.06146)
C (2.86060, 0.76647, -0.03542)
H (-6.21978, 3.44836, -2.19822)
H (-0.00262, 0.57241, -1.43842)
H (-5.90885, 3.85991, -0.50333)
H (1.84083, -3.04758, -2.23433)

The HOMO energy comes out at -8.26 eV. Its SMILES is C=CCOC(=O)C1=C(C)NC(SC)=C(C#N)[C@H]1c1ccc(OCC)cc1. The molecular weight is 370.5 g/mol. As for the multiplicity: 1.


Most stable structure - <1>; separation to the second - 127.5 kJ/mol.


<1>
An isolated molecule of H4SSi, computed with ωB97M-V/def2-TZVPD.

Cartesian coordinates (Å):
H (0.72417, -1.70837, -1.59654)
H (-1.36115, 0.23139, -0.41548)
H (-0.28234, 0.15098, 1.70574)
S (0.96266, -1.17253, -0.07762)
Si (-0.20054, 0.52527, 0.35992)
H (0.15719, 1.97327, 0.02398)

The HOMO energy comes out at -9.54 eV. Its SMILES is [SiH3]S. The molecular weight is 64.2 g/mol. As for the multiplicity: 1.


<2>
A cluster of 2 separate species, H4SSi in total, computed with ωB97M-V/def2-TZVPD.

Cartesian coordinates (Å):
H (-2.51901, 0.09629, -0.16436)
Si (1.50603, 0.00838, 0.13988)
H (-3.25319, 0.00134, -0.39296)
H (1.73857, 1.30466, 0.75672)
S (-0.24208, -0.91564, 0.03849)
H (2.76968, -0.49503, -0.37776)

The HOMO energy comes out at -9.36 eV. Its SMILES is [SiH2]=S.[H][H]. The molecular weight is 64.2 g/mol. As for the multiplicity: 1.


Most stable structure - <1>; separation to the second - 26.0 kJ/mol.


<1>
A structure of composition C5H9I, computed with ωB97M-V/def2-TZVPD.

Cartesian coordinates (Å):
H (-0.55760, 1.89476, 0.16087)
H (-0.64025, -0.26537, -2.19003)
H (-0.11633, -1.69037, 2.33742)
H (-0.25558, -0.06120, 3.18103)
C (0.79469, -0.92771, -0.64205)
H (0.45090, 2.09832, 1.51798)
C (-0.11721, -0.61568, 2.22378)
H (1.73139, -0.58178, -0.46347)
I (0.52670, -2.96243, -0.51448)
H (0.83188, -1.17130, -2.58411)
C (0.27549, 1.44518, 0.70342)
C (0.19225, -0.01566, 1.04828)
C (0.42375, -0.39451, -1.97174)
H (1.20029, 1.48081, 0.04002)
H (0.92061, 0.45196, -2.24426)

The HOMO energy comes out at -8.98 eV. The molecular weight is 196.0 g/mol. As for the multiplicity: 1.


<2>
An isolated molecule of C5H9I, computed with ωB97M-V/def2-TZVPD.

Cartesian coordinates (Å):
H (-1.95640, -1.16726, 0.07563)
C (-1.25267, -0.78305, -0.56463)
H (1.33769, -0.47085, 1.67942)
C (0.53943, 1.09036, -0.61886)
H (-1.74243, -0.19551, -1.26409)
C (-0.05086, -0.09054, 0.08507)
H (1.58628, 1.38027, -0.28416)
H (0.65548, -1.45138, -1.83667)
C (0.01037, -1.56712, -0.95927)
H (0.00238, 0.74880, 1.89368)
C (0.27267, -0.25361, 1.53951)
H (0.46378, 0.77690, -1.69107)
H (-0.02654, 2.06790, -0.55738)
H (-0.35264, -0.90397, 2.10810)
I (0.39965, -3.46874, -0.01735)

The HOMO energy comes out at -8.36 eV. Its SMILES is CC1(C)C[C@@H]1I. The molecular weight is 196.0 g/mol. As for the multiplicity: 1.


Most stable structure - <2>; separation to the second - 96.1 kJ/mol.


<1>
A structure of composition C3H6N, computed with ωB97M-V/def2-TZVPD.

Cartesian coordinates (Å):
C (0.97100, 2.18390, -0.76966)
C (-0.05949, -1.00738, -0.10073)
N (-0.46202, 0.31896, 0.39084)
H (-0.63151, -1.87927, 0.26650)
H (1.53302, 2.77738, -1.44326)
C (0.30901, 1.33606, -0.20353)
H (0.07582, -1.22600, -1.21619)
H (0.79739, -1.28855, 0.35978)
H (-1.39729, 0.32321, 0.21896)
H (-0.32075, 0.55820, 1.64230)

Its charge is +1. The HOMO energy comes out at -15.98 eV. The molecular weight is 56.1 g/mol. As for the multiplicity: 1.


<2>
The ion C3H6N with charge +1, computed with ωB97M-V/def2-TZVPD.

Cartesian coordinates (Å):
H (-0.37257, 1.61941, 0.55407)
H (0.95825, -0.63817, -1.19802)
H (1.50251, 0.87796, -0.74797)
H (-0.81214, 0.82460, -1.09062)
C (-1.84176, -1.56010, 1.07011)
C (-0.37791, 0.71016, -0.06949)
N (0.92115, 0.05610, -0.35591)
H (1.26882, -0.51605, 0.42886)
H (-2.56131, -2.22217, 1.32811)
C (-1.31677, -0.56262, 0.70743)

Its charge is +1. The HOMO energy comes out at -15.08 eV. Its SMILES is C#CC[NH3+]. The molecular weight is 56.1 g/mol. As for the multiplicity: 1.


Most stable structure - <2>; separation to the second - 83.0 kJ/mol.


<1>
A cluster of 2 separate species, C4H12NOS in total, computed with ωB97M-V/def2-TZVPD.

Cartesian coordinates (Å):
C (-0.40324, -1.39204, 1.66775)
H (-0.60712, -0.78397, 2.55347)
H (0.18398, 1.46611, 1.25923)
H (1.40933, 0.55388, -1.46375)
H (-2.52520, 1.43212, -3.88438)
S (1.56281, 2.96119, -1.28244)
H (-0.28434, 1.25487, -1.29394)
H (0.73321, -3.07566, 2.40729)
H (-0.31221, -0.96195, -0.35247)
H (1.67954, 0.33870, 0.95856)
C (0.85474, 1.31814, -0.90399)
N (-0.35082, -0.46764, 0.56761)
H (1.13386, -2.52082, 0.70492)
H (-1.35288, -2.16764, 1.58702)
C (0.89974, -2.26613, 1.73394)
H (1.68284, -1.48402, 1.93862)
H (-2.14200, 2.90376, -3.34343)
C (0.66462, 0.66674, 0.59575)
O (-2.82687, 2.22436, -3.44976)

Its charge is -1. The HOMO energy comes out at -2.49 eV. The molecular weight is 122.2 g/mol. As for the multiplicity: 1.


<2>
A cluster of 2 separate species, C4H12NOS in total, computed with ωB97M-V/def2-TZVPD.

Cartesian coordinates (Å):
H (2.37090, 0.68394, -0.43239)
H (2.13356, -1.08249, -0.10903)
O (-2.58968, 0.56545, -1.80165)
C (-0.67940, -1.76783, -0.49159)
C (0.53300, 0.09690, 0.64672)
H (0.37391, 2.23258, 0.21876)
H (0.19701, -0.14829, -1.37309)
H (-0.76894, -1.94530, 0.60718)
H (-3.40714, 0.95403, -1.47034)
N (-0.32090, -0.30312, -0.52012)
H (-2.08450, 0.41625, -0.96188)
C (2.02732, -0.07270, 0.27599)
H (2.69012, 0.13705, 1.09007)
S (1.37046, 1.89953, 2.52370)
H (-0.87330, 1.64386, 1.16790)
H (0.09651, -2.33306, -1.02916)
H (-1.66476, -1.93712, -0.94076)
C (0.21900, 1.57674, 1.07350)
H (0.37684, -0.61643, 1.52618)

Its charge is -1. The HOMO energy comes out at -2.46 eV. The molecular weight is 122.2 g/mol. As for the multiplicity: 1.


Most stable structure - <2>; separation to the second - 82.7 kJ/mol.